86
Properties=species:S:1:pos:R:3:lowdin_spin:R:1 method="wB97M-V/def2-TZVPD" s2=8.834 spin_multiplicity=6 relative_energy_kcal_mol=21.6 lumo_ev="-0.861 / -1.386" homo_ev="-5.2650 / -8.3612" e_tot_ha=-4050.082883
C 0.550 4.089 0.941 0.01
C 1.038 -0.175 -3.675 0.00
C 3.161 -1.487 -1.927 0.00
H 3.017 -0.610 1.761 0.00
N 0.773 -3.064 1.828 0.10
H 1.236 0.090 -7.538 0.00
C 1.872 4.483 2.922 0.01
H -2.438 -6.426 -2.406 0.00
H -0.871 -1.095 -3.992 0.00
C -0.452 -4.090 -0.092 0.05
H 3.070 0.988 -6.138 0.00
C 3.075 -0.858 0.709 0.01
H -0.438 -7.250 -1.239 0.00
N -0.615 -1.839 0.355 0.04
C -0.032 -5.400 -0.236 0.01
C -4.605 2.915 0.318 -0.01
C 1.928 -0.348 5.678 0.03
N -1.798 0.533 0.453 0.11
C 1.243 6.300 1.452 0.01
C -1.583 -3.609 -0.774 0.03
C -1.891 -5.755 -1.754 0.01
H 2.423 6.534 3.229 0.00
C 1.894 5.833 2.594 0.00
C 1.031 2.163 2.108 0.08
C 2.181 -2.732 6.079 0.03
C -4.092 0.568 0.050 0.01
H -6.692 3.391 0.191 0.00
C 2.209 0.519 -5.674 0.00
C 1.064 0.157 3.283 0.20
H 1.279 7.358 1.213 0.00
N -1.519 2.940 0.294 0.10
H 0.051 5.791 -0.279 0.00
H 5.072 -1.585 0.855 0.00
H 2.624 -1.189 7.516 0.00
C -0.070 2.894 0.235 0.01
Fe 0.066 -0.071 0.481 2.74
C -5.433 0.250 -0.137 0.03
C -3.691 1.876 0.280 0.03
C 2.138 0.423 -4.287 0.00
H 3.132 -1.756 -2.973 0.00
C 1.364 -1.990 3.975 0.05
C -0.856 2.131 -2.342 0.01
C 0.045 -2.970 0.736 0.12
C -2.328 -4.445 -1.596 0.04
C 1.467 -0.662 4.400 0.05
C -2.883 -0.257 0.049 0.20
N -0.071 0.162 -1.523 0.05
C -0.006 -0.647 -4.469 0.00
C 0.555 5.430 0.610 0.00
C 1.177 0.024 -6.457 0.00
H -4.275 3.935 0.486 0.00
N -2.850 -1.483 -0.465 0.00
S 0.484 3.042 -1.577 0.02
N 0.514 1.738 0.929 0.05
H 2.928 0.844 -3.672 0.00
N 0.605 -0.657 2.273 0.02
C 0.861 -1.959 2.621 0.20
C 2.275 -1.394 6.511 0.03
H 1.658 -4.071 4.466 0.00
C -0.755 -6.225 -1.089 0.05
H -3.216 -4.077 -2.097 0.00
C -5.947 2.603 0.146 0.03
C 1.194 3.627 2.073 0.00
C 2.071 -0.816 -1.380 0.01
C -6.356 1.285 -0.077 0.00
N 1.297 1.482 3.205 0.05
H -5.731 -0.778 -0.310 0.00
N 1.995 -0.584 -0.039 0.05
H -1.738 3.864 -2.893 0.00
H -0.746 -0.935 -6.458 0.00
H 2.374 4.100 3.805 0.00
C -2.211 1.859 0.402 0.03
H 2.008 0.686 5.998 0.00
C 4.224 -1.418 0.203 0.00
N -1.713 2.880 -3.087 0.00
N -1.023 0.862 -2.226 0.00
H -2.568 2.440 -3.395 0.00
H -7.413 1.074 -0.203 0.00
H 5.114 -2.291 -1.546 0.00
H 0.836 -5.768 0.299 0.00
C 0.067 -0.555 -5.850 0.00
C 0.958 -0.276 -2.188 0.01
C -1.744 -2.208 -0.396 0.24
C 4.249 -1.787 -1.131 0.00
C 1.729 -3.045 4.812 0.02
H 2.474 -3.528 6.757 0.00


81
Properties=species:S:1:pos:R:3:lowdin_spin:R:1 method="wB97M-V/def2-TZVPD" s2=2.087 spin_multiplicity=3 lumo_ev="-1.719 / -1.796" homo_ev="-7.0401 / -7.1620" e_tot_ha=-4084.724544
C 1.014 -2.899 -0.408 0.02
N 0.113 1.892 -0.556 0.01
H -6.388 4.800 -0.683 0.00
C 3.683 3.295 -0.338 0.00
C 0.902 3.855 -1.501 0.03
C 2.330 -2.521 -0.040 0.01
C -2.712 4.879 0.208 0.00
C 3.246 4.563 0.042 0.01
H -6.354 -4.297 2.072 0.00
H -4.976 -6.327 -1.418 0.00
N -0.097 -1.983 -0.552 -0.02
C 4.548 -5.448 -0.864 0.00
C -4.847 5.899 0.178 0.00
H -1.024 -0.481 2.260 0.01
C 3.555 -4.528 -1.042 0.00
H 3.826 -3.138 2.081 0.00
C 4.010 0.508 0.670 0.01
H -5.044 2.781 -1.276 0.00
C 3.318 -3.647 0.064 0.00
C -4.093 -4.420 -1.011 0.00
H 2.162 4.868 0.167 0.00
C -4.881 -5.518 -0.690 0.00
H -2.975 6.979 0.601 0.00
H 4.756 1.211 0.930 0.00
C -3.241 3.638 -0.332 0.00
C -5.551 -4.351 1.324 0.00
C -5.356 4.758 -0.446 0.00
C -1.274 -2.844 -0.556 0.03
H 1.552 4.711 -1.638 0.00
C 4.919 -4.877 1.463 0.00
I 6.824 -7.042 0.549 0.00
H 3.706 6.589 0.596 0.00
C -4.092 0.759 0.174 0.02
C -4.594 -3.396 1.110 0.00
C -0.177 0.028 1.787 -0.02
C -0.838 -4.165 -0.699 0.01
C -4.182 -0.568 0.171 0.03
I 6.943 7.021 0.194 0.00
H 0.803 -0.536 1.970 0.00
H 1.073 -5.153 -0.572 0.00
C 2.638 2.283 -0.466 0.05
N 2.004 -0.146 -0.361 0.02
V -0.075 -0.022 -0.143 1.79
C 5.995 4.170 -0.479 0.00
H -1.116 4.792 -1.580 0.00
H -1.645 5.001 0.431 0.00
C 5.497 5.481 -0.129 0.01
C 2.834 0.956 -0.052 -0.02
C -2.604 -2.461 -0.255 -0.03
C 5.313 -5.574 0.320 0.00
H 4.741 -1.485 1.271 0.00
C -2.918 -1.100 -0.128 0.03
H -5.060 -1.161 0.349 0.00
C 3.942 -0.852 0.824 -0.02
H 7.090 4.036 -0.489 0.00
C -2.810 1.161 -0.258 0.04
H 5.351 2.183 -1.090 0.00
I -6.148 7.565 0.528 0.00
C -0.960 2.696 -0.752 0.03
C 5.089 3.124 -0.620 0.01
C 2.708 -1.218 0.177 0.02
H -4.618 -2.506 1.785 0.00
C -4.572 3.615 -0.714 0.00
C 0.526 -4.241 -0.550 0.02
C 4.004 -3.835 1.250 0.00
H 4.788 -6.179 -1.643 0.00
C -3.769 -3.439 -0.044 0.00
C 1.301 2.661 -0.846 -0.03
H 3.242 -4.122 -2.017 0.00
C -3.497 6.013 0.488 0.00
C -5.640 -5.439 0.486 0.00
H 5.549 -4.890 2.385 0.00
C -2.340 2.478 -0.586 -0.01
N -2.015 -0.046 -0.318 -0.02
C 4.159 5.628 0.162 0.00
I -6.955 -6.952 0.890 0.00
C -0.495 3.876 -1.408 -0.03
H -0.045 0.996 2.235 0.00
H -1.453 -4.982 -0.826 0.00
H -3.707 -4.388 -2.034 0.00
H -4.913 1.427 0.220 0.00


87
Properties=species:S:1:pos:R:3:lowdin_spin:R:1 method="wB97M-V/def2-TZVPD" s2=0.833 charge=-2 spin_multiplicity=2 relative_energy_kcal_mol=9.7 lumo_ev="4.154 / 3.717" homo_ev="-0.5653 / -0.9279" e_tot_ha=-3429.361756
C -0.280 -3.058 -1.571 0.00
C 1.775 1.405 2.134 0.00
C -0.165 2.618 2.046 0.10
N -0.820 -2.181 -0.632 0.00
C -5.042 -0.953 -3.587 0.01
C 5.875 0.962 2.870 0.00
C 1.149 -3.416 3.284 0.00
H -2.945 -2.249 1.576 0.00
H 0.147 -3.856 5.134 0.00
C -1.852 5.640 3.593 0.03
N -0.639 2.096 0.900 -0.02
C -1.009 3.704 2.493 0.05
H -3.836 4.828 0.938 0.00
C 5.115 1.421 3.951 -0.01
H -3.394 -1.045 0.364 0.00
H 0.861 -0.283 -5.846 0.00
C -1.826 2.688 0.628 0.14
N -2.771 2.218 -0.205 0.03
H 5.854 0.319 0.806 0.00
C 3.140 1.263 2.636 -0.02
C 3.743 1.589 3.842 0.00
Ti 0.051 -0.301 0.061 0.02
O -2.466 0.105 3.306 0.00
H -1.780 6.394 4.370 0.00
C -0.617 -1.374 2.998 0.00
C -0.700 -2.154 4.136 0.00
C -4.980 0.730 -1.838 0.01
O 3.017 -3.476 1.001 0.00
C 0.676 -0.165 -2.947 0.08
C 1.178 -2.558 2.198 0.00
N 1.157 0.026 -1.686 0.00
C 0.201 -3.201 4.273 0.00
N -1.340 0.612 -1.284 0.06
H -3.635 6.503 2.754 0.00
H -3.134 -1.734 -4.250 0.00
N -0.602 -0.452 -3.278 0.06
H -1.027 -4.858 -2.568 0.00
C 1.061 -3.007 -2.257 0.00
C -1.629 -0.345 2.548 0.00
C -1.528 -0.129 -2.431 0.01
C -2.119 -2.643 -0.392 0.00
H -3.275 -4.346 -1.127 0.00
N 3.380 0.416 -0.771 0.07
C -2.907 5.703 2.671 0.02
H 1.484 -4.013 -2.274 0.00
C -5.691 -0.069 -2.722 0.00
O 1.883 -1.716 0.173 0.00
H -1.471 -1.940 4.864 0.00
C -2.352 -3.784 -1.123 0.00
C -0.898 4.640 3.515 0.01
C -3.598 0.617 -1.826 0.00
C 2.972 0.155 -5.916 0.01
H -4.098 -2.658 0.317 0.00
C -2.551 1.204 -0.982 0.05
C 2.905 0.226 -3.144 0.04
N 0.307 -1.570 2.071 0.00
C 2.513 0.249 -1.773 0.04
H 1.771 -2.360 -1.760 0.00
C 2.976 0.613 0.449 -0.03
H 6.946 0.842 2.991 0.00
C 4.142 0.419 -5.172 0.02
C 1.769 -0.081 -5.290 0.01
H 3.028 0.143 -6.999 0.00
C 2.132 -2.626 1.016 0.00
H 0.950 -2.675 -3.293 0.00
H 1.856 -4.233 3.327 0.00
C -3.027 4.769 1.657 0.02
C -2.070 3.763 1.565 0.05
C -1.187 -4.048 -1.870 0.00
H 3.151 1.955 4.672 0.00
C -3.659 -1.049 -3.597 0.00
H -5.488 1.403 -1.159 0.00
H -5.633 -1.579 -4.245 0.00
C 3.903 0.807 1.554 -0.01
H 5.612 1.664 4.883 0.00
C 5.278 0.661 1.657 0.00
C -3.182 -2.100 0.520 0.00
H 5.014 0.662 -3.217 0.00
C -2.955 -0.255 -2.711 0.00
N 1.687 0.848 0.879 0.06
H 5.074 0.595 -5.697 0.00
O -1.478 -0.103 1.298 0.00
H -6.774 -0.025 -2.732 0.00
C 4.120 0.456 -3.794 0.00
N 0.923 2.206 2.718 0.03
C 1.734 -0.046 -3.893 0.04
H -0.079 4.578 4.221 0.00


83
Properties=species:S:1:pos:R:3:lowdin_spin:R:1 method="wB97M-V/def2-TZVPD" s2=2.021 charge=+1 spin_multiplicity=3 relative_energy_kcal_mol=9.2 lumo_ev="-4.413 / -4.405" homo_ev="-9.7453 / -9.7532" e_tot_ha=-4810.563750
H 1.569 -2.737 4.084 0.00
C 4.538 -3.175 1.065 0.00
C -4.821 3.697 -3.688 0.00
H 4.957 -2.377 0.480 0.00
V 0.024 -0.154 -0.179 1.92
C -3.209 -1.137 3.505 0.00
H -5.694 0.713 -5.033 0.00
Cl -6.149 -1.997 6.809 0.00
H -4.939 -0.190 1.632 0.00
O -0.338 -1.842 -1.226 0.01
H 5.038 -0.556 1.288 0.00
Cl 5.689 -6.889 1.935 0.00
H -5.094 4.742 -3.741 0.00
H -3.909 -0.047 -3.498 0.00
N -1.966 0.137 0.189 0.00
C 5.285 -4.334 1.161 0.00
C -0.395 -1.875 3.725 0.00
H -0.934 -2.053 4.640 0.00
C -0.675 2.709 -3.115 0.00
H 4.063 6.359 -2.075 0.00
C -2.239 -0.839 2.414 -0.01
C 3.404 3.027 -1.953 0.00
H 1.734 -4.250 2.598 0.00
C -1.088 1.841 -2.068 0.01
C -2.822 0.709 -0.727 0.01
C 4.169 5.298 -2.253 0.00
H -1.182 -2.204 -0.929 0.00
N 2.053 0.076 -0.010 0.00
C 0.659 2.943 -2.949 0.00
H -5.142 0.454 5.802 0.00
H -5.041 0.974 -0.772 0.00
C 2.435 -1.832 1.491 -0.01
C 2.752 -4.216 2.245 0.00
H 1.300 3.556 -3.560 0.00
H 0.042 -3.741 -1.974 0.00
H 6.262 -4.393 0.702 0.00
C 0.871 -2.242 3.432 0.00
C -4.118 0.015 0.966 0.01
H -3.294 3.990 -2.221 0.00
C 2.875 -0.733 0.709 0.02
C -4.162 1.005 -3.552 0.00
C 3.270 -3.049 1.658 0.00
H 4.981 1.647 -0.191 0.00
C -0.915 -1.176 2.585 0.01
H 4.599 1.517 -2.899 0.00
C 5.231 4.827 -3.010 0.00
H -3.113 -3.266 3.266 0.00
H -1.312 3.096 -3.891 0.00
H 6.227 3.125 -3.841 0.00
H 3.059 -6.259 2.811 0.00
Cl -6.747 3.296 -5.533 0.00
C 4.180 0.945 -0.028 0.01
H 1.222 -3.144 -0.761 0.00
C -3.553 -2.448 3.822 0.00
C -2.411 1.448 -1.833 0.00
C 3.488 -5.382 2.347 0.00
H -3.528 0.929 3.989 0.00
C -5.022 -1.667 5.539 0.00
C 1.180 -1.727 2.121 0.01
N 0.106 -1.007 1.656 -0.01
C -3.471 1.921 -2.764 0.00
C -4.694 -0.354 5.240 0.00
C -4.170 0.604 -0.258 0.01
C -4.458 -2.720 4.835 0.00
C -3.790 -0.095 4.223 0.00
Cl 6.368 5.950 -3.672 0.00
C -2.741 -0.258 1.238 0.01
H 1.204 -2.470 -2.423 0.00
C 4.480 2.577 -2.713 0.00
C 2.840 1.098 -0.518 0.00
C 5.394 3.471 -3.246 0.00
N 0.014 1.513 -1.281 -0.01
C 4.212 -0.187 0.708 0.00
C -3.812 3.269 -2.841 0.00
C 0.604 -2.882 -1.618 0.00
C 1.079 2.182 -1.827 0.00
C 3.258 4.395 -1.731 0.00
H -4.730 -3.737 5.079 0.00
C 2.415 2.074 -1.389 0.01
H 2.428 4.756 -1.137 0.00
C -5.165 1.422 -4.412 0.00
C 4.768 -5.434 1.823 0.00
C -5.489 2.768 -4.471 0.00


102
Properties=species:S:1:pos:R:3:mulliken_charge:R:1 method="wB97M-V/def2-TZVPD" charge=-2 relative_energy_kcal_mol=48.6 lumo_ev=3.752 homo_ev=-1.9863 e_tot_ha=-5057.081933
C -0.215 4.017 1.264 -0.96
P -2.335 0.662 0.295 1.47
H -0.394 4.983 1.746 0.50
F 1.141 -3.779 3.103 -0.21
C 4.562 1.943 -4.940 0.31
C -4.065 2.814 -0.516 -0.58
C 4.261 -2.365 1.979 0.23
B 0.632 -1.883 -1.259 -0.21
Cl -0.335 2.088 -1.795 0.19
C -3.700 1.411 2.576 -0.50
C -2.231 3.877 -2.299 -0.80
C 3.477 3.060 1.339 0.70
C -0.829 -2.033 -4.593 -0.74
C 6.538 0.674 -4.490 0.63
C -0.191 -3.818 3.263 0.42
H -3.624 -3.543 -3.351 0.29
C -3.760 -1.428 -2.995 -0.93
C -0.128 -1.626 4.602 0.28
O -0.506 -1.689 2.218 -0.81
F -2.925 -2.950 2.537 -0.23
F -2.690 -3.222 4.664 -0.28
H 3.191 1.868 5.301 0.43
C 4.740 3.308 0.552 -1.66
C -4.396 3.938 -1.266 -0.71
H -1.011 -5.338 -5.408 0.36
H -3.732 5.331 -2.762 0.35
F 7.732 0.190 -4.873 -0.34
F 3.180 -4.246 1.058 -0.23
C -4.817 -0.333 1.371 -0.34
F -0.457 -4.589 4.329 -0.28
H -5.373 4.395 -1.150 0.37
F 1.205 -1.762 4.626 -0.23
S 2.517 2.457 -3.161 -0.33
F 6.792 -0.283 -2.371 -0.33
C -5.773 0.526 3.416 -0.59
C 6.057 0.445 -3.224 -0.27
H -4.868 -1.021 0.535 0.37
C 2.395 2.150 3.316 0.70
C -2.805 -0.623 -0.930 0.87
C -2.781 -2.988 -1.453 -0.80
C -0.229 -4.596 -3.541 -1.02
Ba 1.291 -1.040 1.082 2.50
C -2.822 2.191 -0.639 0.30
F 4.193 -2.919 -0.329 -0.24
C -3.478 4.464 -2.162 -0.61
H -6.649 -1.041 2.240 0.35
H -1.552 -3.111 -6.313 0.37
H 5.344 2.402 0.495 0.32
C -1.905 2.761 -1.543 -0.08
F 5.348 -4.230 0.943 -0.30
F 6.219 1.638 -6.603 -0.33
C 4.032 1.768 -3.656 0.13
C -1.102 -3.195 -5.328 -0.61
F -0.597 -2.056 5.785 -0.30
H -6.553 0.509 4.170 0.30
F -0.389 -0.315 4.516 -0.22
C 2.517 1.364 4.602 -1.39
H 1.548 1.244 5.088 0.22
O 5.102 -2.448 2.854 -0.65
F -2.802 -1.228 3.848 -0.16
H 2.196 4.132 -0.004 0.22
F -0.700 -4.421 2.183 -0.23
H -1.059 -1.043 -4.974 0.55
H -2.857 2.092 2.679 0.12
H 0.304 2.595 3.532 0.20
H -2.512 -4.003 -1.180 0.44
C -2.317 -2.456 3.626 0.35
C 4.266 -3.455 0.891 0.78
C -5.823 -0.346 2.337 -0.64
O 3.303 -1.511 1.805 -0.52
C 1.102 3.425 1.709 0.90
H -4.647 2.087 4.380 0.39
H -1.499 4.273 -2.995 0.56
C 0.032 -3.444 -2.832 0.32
C -3.747 0.548 1.477 0.46
H 4.457 1.848 2.808 0.33
C -0.761 -2.362 3.360 1.07
C 1.192 2.722 2.914 -0.42
F 4.463 0.689 -1.577 -0.08
H -0.001 -5.572 -3.126 0.45
H -1.931 -2.136 0.329 0.02
C -3.423 -2.732 -2.660 -0.52
C 4.842 0.971 -2.830 -0.01
C -0.259 -2.191 -3.349 0.67
C 5.773 1.421 -5.351 0.12
H -0.225 4.174 0.184 0.16
C -0.805 -4.454 -4.813 -0.46
C -3.456 -0.378 -2.133 -0.60
C 3.518 2.312 2.508 -0.43
H -4.793 2.404 0.174 0.42
O 0.085 -1.234 -2.438 -0.34
H 2.931 0.369 4.413 0.20
C -4.703 1.409 3.535 -0.62
H 4.509 3.622 -0.467 0.30
C 2.251 3.594 0.938 -0.46
O 0.571 -3.302 -1.579 -0.91
C -2.466 -1.939 -0.597 0.01
H -3.724 0.636 -2.413 0.30
F 3.887 2.658 -5.848 -0.36
H -1.051 3.358 1.518 -0.19
H 5.341 4.083 1.041 0.40
H -4.259 -1.223 -3.937 0.33